The following is a quantum chemistry calculation of a single C4H3FN2O molecule, from the Open Molecules 2025 dataset.

Cartesian coordinates (Å):
F1 1.20827 -2.00198 1.43871
N1 -0.25930 -0.07006 -1.28806
N2 -0.37037 1.10271 0.75861
O1 -1.31037 1.89097 -1.17726
C1 -0.61693 0.95307 -0.52707
C2 0.41281 -1.00386 -0.62790
C3 0.35179 0.19602 1.39585
C4 0.71482 -0.95884 0.73210
H1 -1.41656 1.51562 -2.05715
H2 0.69780 -1.92168 -1.13291
H3 0.58803 0.29804 2.48508

Cartesian forces, eV/Å:
0.2 0.3 -0.7
0.8 -0.7 0.5
0.1 1.2 0.4
-0.2 0.4 0.5
0.0 -0.2 0.0
0.4 -1.6 0.5
-0.2 -0.6 0.6
-0.5 0.6 -0.1
-0.1 0.2 -0.3
-0.1 0.1 -0.4
-0.4 0.2 -1.1

As for the SMILES: Oc1ncc(F)cn1. The value obtained for the LUMO energy is 0.290 eV. The net charge is 0. The energy above the lowest of the compared OMol25 structures with the same formula, charge and spin is 0.702 eV. The value obtained for the frontier orbital gap is 10.0 eV.


The following is a quantum chemistry calculation of a single C5H11N molecule, from the Open Molecules 2025 dataset.

Cartesian coordinates (Å):
C1 2.16111 -0.00517 0.25739
C2 0.88571 -0.72996 -0.02204
C3 -1.36439 -0.36641 0.12317
C4 -1.42870 -0.14667 1.60345
N1 -0.22539 -0.17396 -0.55791
C5 -0.24023 0.55448 -1.82947
H1 2.31750 0.85061 -0.40735
H2 3.02035 -0.67828 0.16489
H3 2.17845 0.38499 1.28931
H4 0.70030 -1.67131 0.48071
H5 -2.26923 -0.55248 -0.44891
H6 -2.32742 0.44193 1.84072
H7 -1.45794 -1.03966 2.24360
H8 -0.55186 0.44024 1.91374
H9 0.76456 0.56848 -2.25819
H10 -0.61688 1.57244 -1.68999
H11 -0.90974 0.02806 -2.51996

Cartesian forces, eV/Å:
0.1 0.1 -0.1
0.2 -0.1 0.1
-0.4 0.0 0.0
0.0 0.0 0.1
0.0 0.0 0.0
0.0 0.0 0.0
0.0 -0.1 0.0
-0.1 0.1 0.0
0.0 0.0 -0.2
0.0 0.2 0.2
0.0 0.2 0.0
0.1 -0.1 0.0
0.0 0.1 -0.2
-0.1 -0.2 -0.1
-0.1 0.0 0.1
0.1 -0.2 0.0
0.1 0.1 0.1

The value obtained for the LUMO energy (alpha / beta) is 1.016 / 0.960 eV. The net charge is 0. The energy above the lowest of the compared OMol25 structures with the same formula, charge and spin is 2.950 eV. The value obtained for the frontier orbital gap (alpha / beta) is 7.5 / 7.4 eV.


The following is a quantum chemistry calculation of 2 unconnected molecules or ions with the total composition C5H12O4, from the Open Molecules 2025 dataset.

Cartesian coordinates (Å):
O1 -3.36046 -1.29300 -0.22014
C1 -2.33545 -0.68374 -0.98305
C2 -1.07988 -0.61382 -0.13175
C3 0.09221 0.03732 -0.85773
O2 0.04138 1.45477 -0.83393
C4 1.45843 -0.47598 -0.40168
C5 2.55890 0.00719 0.46498
O3 1.35206 1.44925 2.65528
H1 -4.00352 -1.69197 -0.81138
H2 -2.13036 -1.27185 -1.89470
H3 -2.63503 0.32886 -1.29908
H4 -1.30403 -0.06411 0.79676
H5 -0.79337 -1.63311 0.16599
H6 0.02441 -0.21916 -1.92656
H7 -0.19022 1.75373 0.05176
H8 1.35506 -1.55694 -0.21240
H9 2.55600 -0.60782 1.39128
H10 2.19148 -0.14403 -1.29075
O4 3.14071 1.10214 0.56059
H11 0.84991 2.27616 2.65664
H12 2.21177 1.84610 2.11988

Cartesian forces, eV/Å:
-0.1 -0.1 0.2
0.1 0.2 -0.4
0.1 -0.2 0.4
-0.1 1.1 0.2
-0.3 0.0 -0.2
2.8 0.3 -3.1
-1.8 2.9 4.7
3.0 2.3 -2.1
0.0 0.1 0.0
0.0 0.2 0.2
0.1 -0.2 0.0
0.1 -0.1 -0.2
-0.2 0.2 -0.1
0.0 0.0 0.3
0.1 -0.1 0.1
0.5 0.3 -0.6
1.2 -0.5 -0.4
-1.6 -1.7 0.3
-0.8 -2.2 -1.7
-0.4 -0.3 0.4
-2.8 -2.0 1.9

As for the SMILES: O=CC[C@H](O)CCO.O. The value obtained for the LUMO energy is 0.470 eV. The net charge is 0. The energy above the lowest of the compared OMol25 structures with the same formula, charge and spin is 3.163 eV. The value obtained for the frontier orbital gap is 10.3 eV.


The following is a quantum chemistry calculation of a gas-phase ion, C5H13N4O3 (charge +1), from the Open Molecules 2025 dataset.

Cartesian coordinates (Å):
C1 -1.22142 -1.09386 1.13067
C2 1.78963 0.91880 -2.33191
C3 1.83069 -0.70459 0.22910
C4 0.79038 1.02253 -1.15413
C5 0.52899 -0.25678 -0.37809
N1 -1.38833 -2.26044 0.53241
N2 -0.62036 -0.10557 0.53747
N3 -1.74361 2.06621 0.73333
N4 -1.89838 -0.92621 2.26821
O1 -2.29989 1.50926 -0.15770
O2 -1.84672 3.11346 1.19140
O3 -0.69357 1.28693 1.38940
H1 1.54657 0.03401 -3.03534
H2 1.75250 1.76514 -2.85655
H3 2.88866 0.94738 -1.94047
H4 2.30085 -0.95086 -0.70054
H5 2.33873 0.11140 0.85600
H6 1.80793 -1.57483 0.95558
H7 1.08526 1.90289 -0.52896
H8 -0.23730 1.40913 -1.75325
H9 0.08896 -0.98165 -1.04613
H10 -0.62926 -2.53186 -0.04861
H11 -2.15060 -2.91363 0.81403
H12 -2.42913 -1.72452 2.53627
H13 -1.59058 -0.06232 2.75782

Cartesian forces, eV/Å:
-2.7 -0.4 1.9
1.7 -4.1 2.5
0.1 -0.1 2.3
-2.7 2.3 -2.7
-0.4 1.4 0.7
-0.2 -1.2 -0.3
1.7 4.4 1.5
-0.5 -2.2 -1.9
1.6 2.0 -0.8
-0.3 0.2 0.0
0.1 2.3 1.4
0.8 -4.0 -1.7
0.7 1.3 1.2
-0.5 3.3 -2.3
-1.8 -0.8 -0.8
1.5 -0.3 0.1
-0.6 -0.9 -1.4
-0.3 0.6 -1.2
-0.2 -1.0 -0.1
2.4 -1.2 2.0
0.3 -0.4 -0.6
-0.1 -0.9 -0.7
1.4 0.8 -0.4
-0.3 0.2 1.2
-1.2 -1.2 0.2

As for the SMILES: CC[C@@H](C)N(O[N+](=O)[O-])C(N)=[NH2+]. The value obtained for the LUMO energy is -4.117 eV. The net charge is +1. The energy above the lowest of the compared OMol25 structures with the same formula, charge and spin is 6.380 eV. The value obtained for the frontier orbital gap is 10.4 eV.


The following is a quantum chemistry calculation of 3 unconnected molecules or ions with the total composition C22H26F9INO11S, from the Open Molecules 2025 dataset.

Cartesian coordinates (Å):
O1 1.17426 3.34833 -1.85941
C1 0.69262 2.65792 -1.00343
I1 -0.60069 3.59226 0.45511
C2 1.03219 1.15962 -0.89904
N1 0.24264 0.25239 -0.12802
C3 -0.94758 -0.43922 -0.69668
C4 -0.68830 -0.73893 -2.17472
C5 -1.81003 -1.57539 -2.78841
C6 -1.81543 -1.57135 -4.31354
S1 -0.31161 -2.14653 -5.08142
O2 -0.65024 -2.89502 -6.25804
O3 0.60539 -1.04876 -5.19635
O4 0.30893 -3.16661 -4.03704
C7 -2.25950 0.33414 -0.50104
C8 -2.59112 1.35975 -1.57990
C9 -3.77697 2.20022 -1.40462
O5 -3.73432 1.09823 -2.38374
C10 -1.09796 -1.91976 -0.04279
O6 -0.25468 -2.74125 -0.45129
O7 -2.02168 -2.06621 0.75171
C11 0.57576 0.10992 1.22812
F1 1.22720 1.23113 1.65311
F2 -0.49424 -0.03943 2.00121
C12 1.56993 -1.09571 1.55695
F3 2.10999 -1.56164 0.42705
F4 0.90973 -2.07684 2.19159
C13 2.75623 -0.73321 2.48868
F5 3.56160 0.15495 1.88306
F6 2.28656 -0.18792 3.61684
C14 3.63605 -1.97470 2.89414
F7 3.39390 -2.31661 4.15678
F8 3.43334 -3.03527 2.12557
F9 4.93703 -1.65174 2.80066
H1 1.10726 0.83579 -1.93555
H2 2.06529 1.17214 -0.53290
H3 -0.47726 0.13389 -2.79754
H4 0.22575 -1.33558 -2.15762
H5 -2.79523 -1.24873 -2.45396
H6 -1.69992 -2.60697 -2.44199
H7 -2.63070 -2.17149 -4.71440
H8 -1.91481 -0.55107 -4.69345
H9 -0.11661 -3.14968 -3.16152
H10 -2.24258 0.84304 0.45997
H11 -3.07114 -0.39116 -0.51987
H12 -1.75529 1.81268 -2.11669
H13 -3.81955 3.15809 -1.90693
H14 -4.45658 1.95015 -0.60196
O8 -6.01429 4.22966 0.11477
C15 -6.95899 3.50007 0.13387
O9 -6.93676 2.25804 -0.41213
C16 -8.23575 1.65227 -0.33535
C17 -8.94959 2.37205 0.80427
C18 -8.33616 3.76724 0.71783
H15 -8.73659 1.79474 -1.29558
H16 -8.09967 0.58800 -0.16169
H17 -10.03298 2.34891 0.70639
H18 -8.68362 1.90929 1.75528
H19 -8.87403 4.41400 0.02230
H20 -8.24330 4.27476 1.67370
O10 11.33799 0.01265 2.68789
C19 10.30826 -0.58915 2.77524
O11 10.16456 -1.84650 2.29258
C20 8.80544 -2.29437 2.45077
C21 8.23198 -1.44250 3.57681
C22 8.99793 -0.13399 3.39206
H21 8.27987 -2.13818 1.50664
H22 8.82363 -3.35851 2.67134
H23 7.15308 -1.34233 3.52484
H24 8.48696 -1.88524 4.54096
H25 8.50709 0.53649 2.68444
H26 9.18730 0.40474 4.31610

Cartesian forces, eV/Å:
-0.6 -0.9 1.0
0.6 0.8 -1.1
-0.1 0.0 0.0
0.3 -0.2 0.1
-0.4 0.5 0.0
-0.3 -0.5 -0.2
0.4 -0.1 0.1
0.1 -0.2 -0.2
-0.1 0.3 0.1
0.1 0.1 -0.1
0.1 0.1 0.2
-0.1 -0.1 0.0
-0.1 -0.3 -0.1
0.2 0.4 -0.5
0.2 0.2 0.7
0.0 -1.1 -1.1
0.1 0.4 0.1
0.3 0.3 -0.1
0.2 -0.2 -0.2
-0.5 -0.1 0.2
0.4 -0.3 -0.3
0.2 0.3 0.1
-0.3 0.0 0.3
0.0 0.0 0.3
0.2 0.1 -0.3
-0.1 -0.1 0.0
-0.2 -0.1 -0.2
0.2 0.1 -0.2
0.0 0.2 0.3
0.0 0.0 0.0
0.0 -0.1 0.1
0.0 0.0 0.0
0.0 0.0 0.1
0.0 0.0 0.0
-0.1 0.0 0.0
-0.3 0.1 0.0
0.1 0.1 -0.2
0.0 0.1 -0.1
-0.2 0.0 0.2
0.1 -0.1 0.0
0.0 -0.1 0.0
0.2 0.1 0.1
-0.1 -0.2 0.1
-0.1 0.1 0.4
-0.1 -0.1 -0.1
-0.1 0.2 0.4
0.1 0.4 0.1
0.0 0.0 0.0
-0.1 0.0 0.0
0.0 0.1 0.0
0.0 -0.1 0.0
0.1 0.1 0.0
0.0 -0.2 0.1
0.0 0.0 0.0
0.0 0.0 0.0
0.0 0.0 0.0
0.0 0.0 0.0
0.0 0.0 0.0
0.0 0.1 0.0
0.0 0.0 0.0
0.0 0.1 0.0
0.0 -0.1 0.0
-0.1 0.0 0.0
0.1 0.1 0.0
0.0 -0.2 0.1
0.0 0.0 0.0
0.1 0.0 0.0
0.0 0.0 0.0
0.0 0.0 0.0
0.0 0.0 0.0
0.0 0.1 -0.1

The value obtained for the LUMO energy is 2.053 eV. The net charge is -1. The value obtained for the frontier orbital gap is 7.7 eV.


The following is a quantum chemistry calculation of a molecular structure, C49H52Cl2N7O5PtS, from the Open Molecules 2025 dataset.

Cartesian coordinates (Å):
Pt1 0.41842 0.58722 1.79106
C1 4.51952 6.11432 2.11996
C2 3.40742 5.14232 2.31516
C3 2.08302 5.54482 2.31096
C4 1.02992 4.63692 2.51966
C5 -0.30868 5.07552 2.42416
N1 -1.36028 4.31672 2.56746
C6 -2.71898 4.77302 2.34976
C7 -3.74308 3.63872 2.27276
C8 -4.35398 3.21172 3.61886
N2 -3.36408 2.61502 4.48606
C9 -2.79508 1.44642 4.35246
C10 -3.09908 0.34962 3.51076
C11 -4.36258 -0.15058 3.16586
C12 -4.50528 -1.32788 2.44906
C13 -5.84458 -1.93268 2.18776
C14 -3.36108 -1.96878 1.95376
C15 -2.08158 -1.49428 2.19096
C16 -0.91628 -2.10718 1.60256
N3 0.23342 -1.54228 1.52866
C17 1.40522 -2.21208 1.03186
C18 2.70462 -1.46308 1.37676
C19 2.78322 -0.91688 2.81996
N4 2.31512 0.43922 2.84976
C20 3.09772 1.44982 2.84846
C21 2.70602 2.83312 2.73666
C22 3.69182 3.78502 2.51556
C23 1.32232 3.24492 2.78616
O1 0.37592 2.44942 3.06336
C24 -1.91148 -0.37418 3.08736
O2 -0.77258 -0.01908 3.50206
H1 4.14222 7.11162 1.91526
H2 5.17092 5.80952 1.30196
H3 5.13442 6.15452 3.01926
H4 1.84682 6.58492 2.13486
H5 -0.48118 6.12242 2.19226
H6 -1.15458 3.31922 2.72726
H7 -2.74258 5.34062 1.41306
H8 -2.99578 5.46132 3.15506
H9 -3.29758 2.77352 1.77846
H10 -4.56908 3.98412 1.65086
H11 -5.15408 2.50342 3.41746
H12 -4.78428 4.07442 4.12816
H13 -2.97918 3.22442 5.19696
H14 -1.87108 1.30522 4.90866
H15 -5.25348 0.32032 3.55246
H16 -6.64638 -1.35538 2.63666
H17 -5.88128 -2.94288 2.59346
H18 -6.02828 -2.00478 1.11646
H19 -3.49628 -2.86918 1.37116
H20 -1.04828 -3.11228 1.19826
H21 1.44942 -3.23118 1.43216
H22 1.34462 -2.28028 -0.06444
H23 3.52962 -2.15588 1.22016
H24 2.83332 -0.62508 0.68676
H25 3.81812 -0.96658 3.17786
H26 2.14652 -1.50268 3.49116
H27 4.17742 1.27902 2.91096
H28 4.72522 3.46462 2.49216
Cl1 2.65742 -1.48968 -2.58194
C25 4.18942 -0.81468 -2.17134
C26 5.26942 -1.66128 -1.98834
C27 6.47732 -1.16598 -1.52324
C28 6.59992 0.17302 -1.17684
C29 5.53242 1.02682 -1.36954
Cl2 5.67052 2.69792 -0.97524
C30 4.31532 0.57152 -1.93044
N5 3.30712 1.47632 -2.12074
C31 2.36602 1.50872 -3.10314
C32 2.60962 0.87502 -4.33864
C33 1.69372 0.93952 -5.35834
C34 0.49272 1.61922 -5.16024
C35 0.25482 2.27832 -3.96124
C36 1.17532 2.26252 -2.92374
C37 0.90162 3.03342 -1.66584
C38 0.69542 2.15272 -0.42714
O3 -0.37648 2.22532 0.20426
O4 1.63862 1.42002 -0.05074
H29 5.16172 -2.71238 -2.20154
H30 7.31842 -1.83028 -1.40394
H31 7.52542 0.54522 -0.76774
H32 3.28442 2.22322 -1.43164
H33 3.56142 0.39832 -4.50374
H34 1.91042 0.48682 -6.31274
H35 -0.23718 1.66812 -5.95384
H36 -0.65878 2.84132 -3.83884
H37 0.00552 3.63362 -1.80994
H38 1.73982 3.69722 -1.42774
C39 -4.38928 -4.79008 -1.74464
C40 -5.07598 -4.13598 -2.93994
C41 -4.11848 -3.27478 -3.76984
N6 -3.47138 -2.28638 -2.92434
C42 -2.16598 -2.14058 -2.75884
S1 -1.56418 -1.27968 -1.43484
N7 -1.33368 -2.61898 -3.72234
C43 0.01762 -3.05728 -3.61484
O5 0.83122 -2.59868 -4.37564
C44 0.25412 -4.20538 -2.72264
C45 -0.53138 -4.53578 -1.61764
C46 -0.31798 -5.72048 -0.94124
C47 0.66122 -6.60378 -1.36864
C48 1.45822 -6.27948 -2.45484
C49 1.26802 -5.08408 -3.12224
H39 -5.07458 -5.48508 -1.26774
H40 -4.08458 -4.04788 -1.00664
H41 -3.50588 -5.34108 -2.06164
H42 -5.91488 -3.52728 -2.59694
H43 -5.47238 -4.91158 -3.59604
H44 -4.66998 -2.77238 -4.57064
H45 -3.34508 -3.90548 -4.21174
H46 -4.07518 -1.80878 -2.26734
H47 -1.58218 -2.37918 -4.67944
H48 -1.31328 -3.87568 -1.28084
H49 -0.94448 -5.98208 -0.10234
H50 0.78432 -7.55238 -0.87134
H51 2.20562 -6.97668 -2.79884
H52 1.85872 -4.83488 -3.99194

Cartesian forces, eV/Å:
0.4 0.2 0.6
0.3 0.1 0.1
-0.6 0.2 -0.1
0.6 -0.2 -0.1
0.2 -0.7 0.2
0.2 -0.1 0.1
0.3 -0.4 0.0
-0.5 0.4 -0.1
0.1 0.1 0.2
-0.4 0.1 -0.8
0.4 -0.4 0.5
0.4 0.1 0.2
0.4 -0.4 -0.5
0.0 -0.3 -0.2
0.1 0.4 0.1
-0.1 -0.2 0.0
0.2 0.5 0.2
-0.4 0.5 0.1
0.7 -0.3 0.0
-0.7 0.5 -0.2
0.6 -0.5 -0.4
-0.3 -0.1 0.1
0.6 -0.4 0.0
-0.4 0.6 -0.4
0.2 -0.7 0.3
-0.4 0.6 -0.2
-0.6 -0.2 0.1
0.5 0.9 0.0
-0.4 -0.3 -0.2
-0.6 0.1 0.3
0.0 0.1 0.3
0.0 0.1 0.0
0.0 0.1 -0.1
0.1 0.1 0.0
0.0 0.2 0.0
-0.1 0.0 0.0
0.2 0.3 0.0
0.0 -0.1 0.2
0.0 0.0 -0.1
0.0 -0.1 -0.1
0.0 -0.1 0.0
0.0 0.1 0.1
0.0 -0.1 0.0
0.1 -0.1 0.0
0.0 0.2 0.2
-0.1 0.1 0.0
-0.1 0.0 0.0
-0.1 0.0 0.0
-0.1 0.0 -0.1
0.0 -0.2 -0.1
0.1 -0.2 0.1
-0.1 0.1 0.0
0.0 -0.1 0.1
0.1 -0.1 -0.1
0.1 -0.1 0.0
-0.1 -0.1 0.0
0.2 0.0 0.0
0.0 -0.1 0.1
0.1 0.0 0.0
0.2 -0.2 0.1
0.1 0.2 0.1
-0.2 0.1 -0.1
-0.2 0.2 0.0
-0.1 0.1 0.0
-0.1 -0.1 -0.1
0.1 0.1 0.1
0.7 -0.6 0.1
-0.5 0.5 -0.2
0.1 0.1 -0.2
0.1 0.0 -0.4
0.1 -0.1 0.2
0.1 0.0 0.0
0.1 0.0 0.3
-0.1 0.1 0.0
-0.1 -0.1 0.2
-0.3 0.5 0.0
-0.7 0.1 -0.4
0.5 -0.6 0.1
-0.1 -0.1 0.0
0.1 -0.1 0.0
0.1 0.1 0.0
-0.2 -0.1 0.1
0.1 -0.1 0.0
0.0 -0.1 -0.1
-0.1 0.0 -0.1
-0.1 0.1 0.0
0.1 0.1 0.0
0.0 0.1 -0.1
-0.1 0.0 -0.2
0.3 0.0 0.2
-0.5 -0.6 -0.4
0.7 0.3 0.4
-0.9 -0.5 -1.1
0.4 0.5 0.6
-0.8 0.9 0.0
1.0 -0.2 0.0
-0.6 -0.2 0.0
0.3 -0.4 0.2
0.0 0.0 -0.2
-0.1 0.0 0.1
0.0 0.0 -0.1
0.0 0.0 0.0
-0.1 0.2 0.0
0.0 0.0 0.1
0.0 0.0 0.2
0.1 -0.1 0.0
-0.1 0.0 -0.1
-0.1 0.1 -0.1
0.2 0.0 0.0
0.0 0.1 0.0
0.0 0.2 0.0
-0.1 -0.1 0.1
-0.1 -0.1 0.1
0.0 0.0 0.1
0.1 -0.1 0.1
0.1 0.0 0.0
0.0 0.0 0.0

Its spin multiplicity is 5. The expectation value of S² is 6.05. The value obtained for the LUMO energy (alpha / beta) is -7.544 / -10.892 eV. The net charge is +3. The value obtained for the frontier orbital gap (alpha / beta) is 6.0 / 3.1 eV.